Record 1
Below is 10 unconnected molecules or ions with the total composition C40H106N6O16 at a distorted geometry, with properties calculated with ωB97M-V/def2-TZVPD.

Last column: Löwdin charge in e.
Element x y z (Å)
C1 -6.658 -2.752 3.652  -0.210
H1 -4.120 -2.584 0.192  0.118
H2 -2.394 -4.853 6.746  0.091
H3 -4.728 -4.793 -0.864  0.090
N1 8.143 2.018 -2.175  -0.074
H4 3.965 -9.909 -6.999  0.119
H5 3.625 8.108 1.005  0.100
C2 -5.395 -1.723 1.755  -0.153
H6 -3.556 3.162 1.653  0.073
H7 -6.161 -0.688 8.121  0.114
H8 -1.729 -1.853 6.692  0.119
C3 6.511 5.783 -3.077  -0.085
H9 2.926 -10.555 -9.270  0.114
H10 4.572 4.412 -0.208  0.078
O1 -5.716 -3.879 0.693  -0.179
H11 -0.329 -1.022 3.072  0.066
H12 -2.272 -0.657 -8.878  0.091
H13 9.271 2.981 -3.579  0.121
O2 3.677 -3.359 4.235  -0.120
H14 -8.710 -3.308 3.501  0.122
C4 2.686 9.566 2.037  -0.221
C5 2.787 5.708 1.593  -0.176
H15 -0.391 -0.139 1.505  0.075
H16 3.552 -8.836 -4.924  0.118
C6 -3.711 2.493 -7.345  -0.232
H17 -8.101 0.735 10.306  0.083
H18 -4.377 -5.468 0.748  0.087
H19 -3.318 -4.531 5.255  0.090
H20 -4.687 -2.294 3.659  0.088
H21 2.003 6.948 3.198  0.110
H22 2.030 4.969 1.856  0.113
H23 2.067 -7.040 -1.065  0.089
C7 -3.400 1.717 -8.677  -0.226
C8 -1.410 1.269 -3.667  -0.074
H24 2.257 -8.571 -11.008  0.087
H25 1.451 -9.832 -8.705  0.121
H26 -3.076 1.069 -6.120  0.096
C9 -1.709 0.204 -9.239  -0.113
H27 -1.780 -3.763 5.569  0.085
O3 -3.387 -3.029 6.606  -0.170
C10 9.028 3.057 -2.519  -0.238
H28 9.889 2.958 -1.859  0.128
H29 -0.650 0.071 -9.017  0.088
H30 -4.682 -0.903 1.669  0.102
O4 6.239 0.005 -2.829  -0.207
H31 3.480 -7.320 -10.701  0.087
C11 4.498 -4.511 4.186  -0.171
H32 -4.961 1.628 7.082  0.111
H33 -5.046 2.892 -4.873  0.115
C12 5.153 -0.735 -2.345  -0.121
C13 2.890 -9.984 -7.162  -0.238
O5 -0.048 2.685 5.762  -0.141
H34 -9.046 1.064 8.845  0.086
H35 2.529 -6.162 -2.412  0.077
C14 8.625 0.685 -2.468  -0.211
N2 -3.716 -0.098 7.167  -0.055
H36 -4.003 -1.685 8.644  0.111
N3 -3.916 1.618 -6.233  -0.054
H37 2.064 -6.977 -4.582  0.118
C15 -3.257 -1.158 8.050  -0.232
H38 5.553 5.791 -3.597  0.084
H39 -4.182 -0.629 6.445  0.087
H40 5.728 10.910 -0.825  0.088
H41 5.297 -1.810 -2.237  0.083
C16 8.342 4.400 -2.334  -0.222
H42 -2.942 3.251 -7.196  0.113
C17 1.821 -6.938 -2.122  -0.148
H43 0.661 -8.081 -4.231  0.125
H44 0.990 1.610 7.119  0.071
H45 2.316 9.588 3.062  0.118
H46 9.556 0.341 -2.016  0.123
H47 2.463 -8.118 -6.755  0.105
O6 3.041 -8.487 -9.040  -0.197
C18 -4.100 3.755 2.389  -0.201
O7 -2.099 1.290 -8.450  -0.193
N4 -5.537 -1.934 3.250  -0.081
H48 -0.600 0.545 -3.749  0.084
H49 -5.647 0.042 9.560  0.113
C19 5.441 11.108 0.208  -0.128
O8 -8.780 -1.330 3.897  -0.181
C20 1.078 2.590 6.650  -0.145
H50 3.516 -3.185 5.165  0.071
C21 -4.654 0.911 7.843  -0.143
H51 4.100 -5.493 4.442  0.075
C22 -4.740 -2.914 1.026  -0.225
C23 -2.482 -2.290 7.348  -0.250
C24 -4.103 2.353 -4.954  -0.190
O9 2.141 -8.076 -2.850  -0.201
C25 -5.885 0.286 8.524  -0.233
O10 4.367 10.276 0.524  -0.199
H52 2.659 -11.025 -6.937  0.122
H53 3.938 -9.011 -10.721  0.083
H54 -5.937 -5.733 0.028  0.090
H55 -8.410 0.214 2.598  0.088
H56 4.868 -4.617 3.166  0.078
C26 0.252 -0.624 2.240  -0.154
C27 3.786 10.610 1.802  -0.195
H57 -4.608 3.079 -7.541  0.112
H58 7.369 -0.164 -1.139  0.113
C28 -3.934 1.381 -3.766  -0.221
H59 -7.164 -0.057 3.949  0.078
C29 7.498 -0.338 -2.208  -0.200
H60 -6.499 -3.767 3.287  0.102
O11 -2.729 0.670 -3.821  -0.205
C30 2.275 7.115 2.156  -0.190
C31 2.536 -9.762 -8.631  -0.217
C32 -2.708 -4.084 6.040  -0.141
H61 -4.042 1.501 8.526  0.108
H62 0.933 3.336 7.431  0.074
H63 -4.075 1.873 -2.803  0.114
H64 -2.603 -0.616 8.733  0.117
C33 -8.139 -2.405 3.287  -0.213
O12 7.282 4.573 -3.290  -0.197
H65 8.809 0.612 -3.540  0.110
C34 3.528 4.615 -0.445  -0.109
H66 5.002 -0.276 -1.368  0.088
H67 -4.692 0.599 -3.817  0.122
H68 -6.443 -2.716 4.720  0.115
H69 -1.246 1.865 -2.770  0.081
H70 -8.199 -0.473 9.027  0.080
C35 1.744 -7.958 -4.231  -0.189
H71 6.357 5.921 -2.007  0.076
H72 -1.188 1.958 -4.482  0.072
H73 3.783 5.534 2.000  0.114
H74 3.451 11.620 2.038  0.120
C36 -8.206 -0.073 3.629  -0.109
H75 7.309 2.138 -2.732  0.108
O13 -3.322 4.506 3.245  -0.103
H76 7.084 6.644 -3.421  0.079
H77 5.370 -4.281 4.798  0.076
H78 -2.660 3.903 3.592  0.076
H79 -3.335 3.127 -4.940  0.100
H80 -0.723 2.081 6.080  0.060
H81 6.253 11.068 0.934  0.091
H82 1.343 7.327 1.634  0.106
H83 -8.186 -2.258 2.207  0.109
H84 -6.317 -1.327 1.329  0.109
C37 -8.138 0.598 9.225  -0.101
O14 -7.029 1.145 8.496  -0.192
C38 2.488 -9.043 -5.037  -0.204
H85 8.979 5.268 -2.506  0.116
H86 4.575 10.391 2.521  0.115
H87 2.986 3.676 -0.330  0.081
H88 2.048 2.655 6.156  0.077
H89 -4.620 3.027 3.011  0.072
N5 3.187 8.222 1.907  -0.084
H90 -4.837 4.355 1.856  0.082
H91 5.030 12.113 0.117  0.083
H92 7.785 -1.360 -2.452  0.121
O15 0.947 -1.717 1.624  -0.127
H93 1.819 9.704 1.391  0.114
H94 4.289 -0.581 -2.991  0.088
H95 0.854 -6.492 -2.355  0.088
H96 -3.988 -3.338 1.691  0.113
N6 2.114 -9.015 -6.449  -0.064
H97 -4.128 0.925 -8.853  0.119
H98 2.277 -10.041 -4.653  0.123
H99 8.082 4.506 -1.281  0.117
H100 -1.954 -2.889 8.090  0.124
H101 3.563 4.867 -1.505  0.078
H102 -3.566 2.415 -9.498  0.114
H103 0.914 0.149 2.630  0.073
O16 2.923 5.771 0.156  -0.207
H104 1.670 -1.924 2.221  0.058
C39 3.146 -8.321 -10.429  -0.120
H105 -8.681 0.704 4.227  0.083
H106 -1.793 0.322 -10.320  0.088
C40 -5.138 -4.998 0.125  -0.140

Values from the calculation:
spin multiplicity	1
total charge	0
energy relative to the best compared isomer or geometry (same formula, charge and spin)	87.1	kcal/mol

=====

Record 2
Below is 2 unconnected molecules or ions with the total composition C6H13NO at a distorted geometry, with properties calculated with ωB97M-V/def2-TZVPD.

Last column: natural (NBO) charge in e.
Element x y z (Å)
H1 -2.237 3.592 2.397  0.470
H2 1.268 -0.625 -3.321  0.184
C1 -0.203 -0.810 0.826  -0.395
H3 -2.053 2.770 3.695  0.471
C2 0.785 -0.052 -1.343  0.143
C3 -0.291 0.212 -0.340  -0.430
H4 4.083 0.313 -1.107  0.169
H5 0.257 -0.390 1.723  0.205
H6 -0.140 1.218 0.065  0.216
H7 -1.471 -2.588 0.670  0.207
H8 0.538 -1.518 0.476  0.204
C4 -1.456 -1.614 1.166  -0.620
H9 -1.323 -2.008 2.169  0.212
O1 -2.462 3.560 3.330  -0.940
H10 -0.488 -0.679 -2.968  0.206
H11 -2.423 -1.155 1.027  0.207
C5 3.120 0.094 -1.565  -0.001
C6 0.487 -0.438 -2.577  -0.412
H12 -1.248 0.104 -0.837  0.208
N1 2.083 0.229 -0.872  -0.443
H13 3.173 -0.216 -2.614  0.139

Values from the calculation:
spin multiplicity	1
total charge	0
energy relative to the best compared isomer or geometry (same formula, charge and spin)	60.4	kcal/mol

=====

Record 3
Below is 2 unconnected molecules or ions with the total composition C3H6BrN2O at a distorted geometry, with properties calculated with ωB97M-V/def2-TZVPD.

Last column: natural (NBO) charge in e.
Element x y z (Å)
Br1 -3.524 0.953 -0.391  0.561
H1 2.208 1.207 0.404  0.225
C1 -3.447 -0.735 -0.129  0.612
H2 0.793 2.129 0.134  0.226
H3 1.559 1.303 -1.254  0.239
N1 -0.859 0.317 0.012  -0.325
C2 1.196 -0.970 0.323  -0.462
H4 1.946 -0.801 1.130  0.234
O1 -3.556 -1.866 -0.230  -0.261
H5 1.544 -1.287 -0.565  0.225
N2 0.332 0.235 0.162  -0.016
H6 0.496 -1.746 0.623  0.218
C3 1.313 1.261 -0.219  -0.478

Values from the calculation:
spin multiplicity	1
total charge	+1
energy relative to the best compared isomer or geometry (same formula, charge and spin)	70.9	kcal/mol

=====

Record 4
Below is 5 unconnected molecules or ions with the total composition C26H75N12O6P4 at a distorted geometry, with properties calculated with ωB97M-V/def2-TZVPD.

Last column: Löwdin charge in e.
Element x y z (Å)
H1 -4.149 2.664 -3.340  0.077
H2 1.629 0.494 -5.483  0.105
H3 -3.265 0.341 2.385  0.076
H4 -1.287 2.710 2.871  0.068
N1 -3.041 -1.315 1.029  -0.285
H5 6.344 -3.654 0.166  0.083
H6 -3.172 2.720 -4.824  0.068
H7 5.903 -4.799 1.513  0.090
C1 0.636 0.342 -2.872  -0.073
H8 2.644 6.200 4.421  0.072
H9 0.161 5.257 -2.236  0.058
H10 -1.596 3.041 0.684  0.074
H11 3.198 -8.217 1.347  0.078
P1 -0.749 2.418 -4.081  0.527
H12 2.321 4.249 -3.356  0.092
H13 2.413 -3.766 -2.179  0.083
H14 -3.817 -4.749 -1.239  0.085
H15 -3.270 -1.837 -3.510  0.036
C2 0.510 0.419 -5.285  -0.151
H16 1.685 0.679 -2.765  0.083
O1 -5.250 -1.678 -0.169  -0.309
C3 1.002 -0.004 3.473  -0.030
C4 -3.854 -2.194 -2.748  -0.084
C5 -1.485 3.760 3.051  -0.090
H17 2.132 2.563 -3.979  0.075
N2 -0.786 4.485 1.949  -0.265
H18 1.688 -7.631 1.951  0.064
H19 -3.990 -5.788 0.093  0.063
C6 1.609 3.546 -3.856  -0.104
C7 1.512 -3.655 -1.537  -0.104
H20 2.006 -7.523 0.216  0.066
C8 4.166 -2.750 1.056  -0.106
H21 1.264 7.337 4.435  0.090
C9 -3.455 -4.927 -0.210  -0.126
H22 1.319 4.238 -0.301  0.062
H23 -3.278 0.743 0.679  0.061
H24 1.420 5.973 5.675  0.078
H25 1.111 -4.749 1.782  0.073
C10 2.429 -7.458 1.199  -0.109
C11 -1.808 -2.834 -1.614  -0.155
O2 1.293 -0.757 1.162  -0.105
N3 0.285 3.411 -3.165  -0.266
O3 0.866 1.434 1.644  -0.054
H26 -1.278 -2.489 1.250  0.038
H27 -2.180 4.694 0.347  0.073
C12 0.799 -4.236 0.829  -0.098
N4 -3.798 -3.794 0.609  -0.280
H28 5.946 -5.336 -0.214  0.067
O4 3.557 -5.952 -1.254  -0.298
N5 1.728 -4.371 -0.285  -0.296
O5 -1.055 2.837 -5.494  -0.305
H29 -1.034 -2.077 -1.805  0.070
C13 0.757 7.174 0.077  -0.124
N6 0.919 5.931 0.821  -0.313
H30 -4.682 -1.521 -2.612  0.067
H31 -0.970 -0.781 0.945  0.079
H32 3.714 -6.472 3.304  0.072
N7 3.006 -6.116 1.388  -0.306
C14 1.811 4.904 0.406  -0.125
N8 -2.131 2.305 -3.141  -0.311
H33 1.402 3.905 -4.852  0.064
H34 2.166 4.313 1.236  0.062
H35 -1.849 -3.702 -2.353  0.109
N9 -3.130 -2.352 -1.455  -0.300
H36 -1.484 -3.345 -0.676  0.039
C15 1.546 6.246 4.605  -0.139
H37 1.358 -2.605 -1.302  0.065
H38 -2.208 0.438 -2.069  0.104
H39 0.432 0.780 3.939  0.032
P2 0.123 5.835 2.309  0.561
H40 0.013 0.924 -6.077  0.051
H41 -3.617 1.114 -4.158  0.093
H42 0.527 -0.936 3.732  0.033
H43 3.931 -4.805 2.894  0.061
H44 2.556 3.862 3.874  0.080
H45 -3.209 -3.418 2.526  0.072
H46 -0.672 4.160 -0.134  0.030
N10 0.996 5.282 3.659  -0.317
C16 -4.058 -3.964 2.071  -0.065
H47 0.162 -0.600 -5.367  0.075
H48 0.770 -3.149 1.111  0.070
H49 2.327 -5.454 3.200  0.055
H50 0.114 0.770 -1.988  0.059
C17 3.276 -5.661 2.759  -0.101
H51 3.254 -2.202 0.807  0.063
H52 -0.215 -4.634 0.516  0.075
C18 -3.359 2.170 -3.884  -0.130
C19 -3.589 -0.012 1.417  -0.087
H53 0.973 3.579 4.846  0.085
H54 0.694 -4.110 -2.192  0.095
C20 1.097 0.257 1.882  -0.760
C21 5.677 -4.508 0.430  -0.130
H55 -3.108 1.848 -1.339  0.077
H56 -4.221 -3.148 -3.184  0.086
H57 -1.529 -1.330 2.518  0.085
H58 0.994 8.106 0.555  0.065
H59 -1.327 1.838 -1.280  0.055
H60 4.989 -2.071 0.792  0.076
H61 -2.369 -5.164 -0.222  0.070
P3 -3.879 -2.242 -0.006  0.468
C22 -2.196 1.574 -1.873  -0.111
H62 1.500 7.094 -0.758  0.084
H63 -1.416 4.571 -2.671  0.079
C23 -1.363 4.111 0.662  -0.094
C24 -1.642 -1.503 1.442  -0.087
H64 -4.687 -0.079 1.310  0.073
O6 -0.404 7.181 2.676  -0.325
H65 -4.991 -3.537 2.387  0.070
H66 -2.546 4.030 3.039  0.083
H67 -1.108 4.061 4.021  0.062
H68 4.346 -2.812 2.154  0.078
N11 0.055 0.997 -4.079  -0.311
H69 -0.370 5.309 -3.938  0.077
H70 2.807 5.350 0.048  0.108
H71 2.028 0.043 3.847  0.055
P4 3.167 -5.175 -0.061  0.516
H72 0.558 -0.776 -2.865  0.078
N12 4.294 -4.036 0.386  -0.312
C25 -0.381 4.727 -3.023  -0.128
C26 1.470 3.913 3.917  -0.126
H73 -0.115 7.342 -0.473  0.048
H74 1.085 3.175 3.188  0.048
H75 -4.053 -5.011 2.320  0.069

Values from the calculation:
spin multiplicity	1
total charge	-1

=====

Q: Which orbital gap values were calculated for the entries above? A: 8.4; 9.8; 6.8; 7.9, in eV.
Q: Which HOMO level values were calculated for the entries above? A: -8.291; -9.331; -12.416; -5.500, in eV.